{
  "formula": "H4OP2",
  "method": "wB97M-V/def2-TZVPD",
  "species": ["O", "P", "P", "H", "H", "H", "H"],
  "xyz": [[2.131, -0.151, 0.167], [-0.708, 1.259, -0.129], [0.840, -0.368, -0.448], [-0.745, 1.231, 1.308], [-1.650, 0.322, 0.235], [0.891, -0.298, -1.802], [-0.759, -1.995, 0.669]],
  "de_lowest_kj_mol": 319.9,
  "e_homo_ev": [-8.83, -9.99],
  "energy_ha": -760.17968,
  "homo_lumo_gap_ev": [7.781, 8.414],
  "lumo_ha": [-0.03855, -0.05793]
}


{
  "formula": "C3H4N2O3",
  "method": "wB97M-V/def2-TZVPD",
  "species": ["H", "N", "C", "O", "C", "O", "O", "N", "C", "H", "H", "H"],
  "xyz": [[-0.605, 1.843, 1.482], [0.372, 1.644, 1.263], [0.453, 0.970, 0.168], [1.656, 0.497, -0.252], [1.468, -0.331, -1.273], [2.286, -0.975, -1.848], [0.088, -0.398, -1.474], [-0.562, 0.315, -0.485], [-1.149, -0.704, 0.461], [-1.829, -0.204, 1.183], [-1.823, -1.345, -0.133], [-0.356, -1.313, 0.909]],
  "de_lowest_kj_mol": 229.1,
  "e_homo_ev": -10.39,
  "energy_ha": -451.89247,
  "homo_lumo_gap_ev": 11.024,
  "smiles": "[H]/N=c1/oc(=O)on1C",
  "lumo_ha": 0.02340
}


{
  "formula": "C32H88N8O8",
  "method": "wB97M-V/def2-TZVPD",
  "species": ["C", "O", "C", "C", "C", "N", "H", "H", "H", "H", "H", "H", "H", "H", "H", "H", "H", "C", "O", "C", "C", "C", "N", "H", "H", "H", "H", "H", "H", "H", "H", "H", "H", "H", "C", "O", "C", "C", "C", "N", "H", "H", "H", "H", "H", "H", "H", "H", "H", "H", "H", "C", "O", "C", "C", "C", "N", "H", "H", "H", "H", "H", "H", "H", "H", "H", "H", "H", "C", "O", "C", "C", "C", "N", "H", "H", "H", "H", "H", "H", "H", "H", "H", "H", "H", "C", "O", "C", "C", "C", "N", "H", "H", "H", "H", "H", "H", "H", "H", "H", "H", "H", "C", "O", "C", "C", "C", "N", "H", "H", "H", "H", "H", "H", "H", "H", "H", "H", "H", "C", "O", "C", "C", "C", "N", "H", "H", "H", "H", "H", "H", "H", "H", "H", "H", "H"],
  "xyz": [[-3.288, -0.343, -4.468], [-2.299, 0.259, -5.281], [-1.872, 1.479, -4.726], [-0.921, 2.228, -5.674], [-0.108, 3.184, -4.834], [-1.629, 2.915, -6.767], [-4.138, 0.340, -4.351], [-2.901, -0.627, -3.483], [-3.637, -1.245, -4.972], [-2.707, 2.159, -4.501], [-1.337, 1.333, -3.779], [-0.240, 1.498, -6.130], [0.565, 3.817, -5.414], [0.468, 2.624, -4.098], [-0.806, 3.862, -4.327], [-2.281, 2.260, -7.190], [-2.214, 3.613, -6.309], [1.408, -1.805, 1.430], [0.412, -1.129, 0.697], [0.584, 0.278, 0.750], [-0.581, 0.968, 0.057], [-1.886, 0.698, 0.799], [-0.701, 0.619, -1.331], [1.153, -2.867, 1.436], [1.422, -1.504, 2.484], [2.370, -1.674, 0.921], [0.704, 0.622, 1.786], [1.542, 0.506, 0.252], [-0.443, 2.047, 0.189], [-2.725, 1.005, 0.178], [-1.920, 1.192, 1.771], [-2.022, -0.363, 1.022], [0.143, 0.780, -1.876], [-0.928, -0.354, -1.503], [-3.070, 3.690, 3.558], [-4.083, 2.747, 3.846], [-3.558, 1.595, 4.465], [-4.669, 0.652, 4.898], [-4.060, -0.557, 5.580], [-5.467, 0.169, 3.761], [-3.547, 4.587, 3.174], [-2.408, 3.280, 2.783], [-2.461, 3.909, 4.442], [-2.828, 1.114, 3.796], [-2.983, 1.882, 5.363], [-5.279, 1.223, 5.601], [-3.346, -0.309, 6.374], [-3.535, -1.200, 4.869], [-4.800, -1.169, 6.099], [-5.761, 0.993, 3.245], [-4.873, -0.393, 3.163], [2.926, 2.031, 2.906], [3.261, 2.879, 1.835], [4.531, 2.610, 1.306], [4.966, 3.733, 0.371], [6.379, 3.453, -0.143], [4.876, 5.049, 1.021], [2.048, 2.416, 3.422], [3.727, 1.908, 3.641], [2.681, 1.032, 2.530], [5.318, 2.512, 2.073], [4.521, 1.644, 0.775], [4.319, 3.701, -0.512], [6.428, 2.436, -0.528], [7.159, 3.632, 0.599], [6.575, 4.168, -0.945], [5.795, 5.285, 1.386], [4.303, 4.942, 1.856], [-4.763, -1.192, -0.120], [-4.586, -1.525, 1.237], [-4.595, -2.923, 1.475], [-3.215, -3.552, 1.359], [-3.294, -5.047, 1.606], [-2.303, -2.925, 2.308], [-4.060, -1.703, -0.784], [-4.751, -0.109, -0.211], [-5.756, -1.491, -0.492], [-4.978, -3.043, 2.495], [-5.299, -3.426, 0.802], [-2.883, -3.360, 0.324], [-3.964, -5.530, 0.894], [-3.711, -5.163, 2.611], [-2.318, -5.529, 1.572], [-1.332, -3.123, 2.087], [-2.345, -1.915, 2.193], [2.873, 2.062, -2.345], [1.987, 1.014, -2.645], [2.273, 0.362, -3.868], [1.314, -0.809, -4.046], [1.430, -1.829, -2.909], [1.467, -1.481, -5.330], [3.872, 1.662, -2.115], [2.552, 2.567, -1.433], [2.953, 2.790, -3.160], [2.072, 1.083, -4.675], [3.319, 0.044, -3.968], [0.304, -0.383, -3.998], [2.459, -2.215, -2.940], [0.715, -2.631, -3.053], [1.377, -1.336, -1.939], [2.406, -1.852, -5.417], [1.255, -0.836, -6.080], [0.839, 4.845, 1.247], [-0.469, 5.219, 0.894], [-0.576, 5.689, -0.418], [-1.966, 5.507, -1.026], [-2.344, 4.023, -0.948], [-1.949, 5.884, -2.457], [1.237, 4.122, 0.530], [0.844, 4.387, 2.235], [1.515, 5.705, 1.319], [-0.358, 6.774, -0.486], [0.208, 5.249, -1.056], [-2.694, 6.076, -0.450], [-3.336, 3.789, -1.333], [-2.402, 3.767, 0.117], [-1.570, 3.386, -1.380], [-1.703, 6.873, -2.526], [-1.124, 5.420, -2.835], [1.433, -6.729, 1.157], [2.622, -7.407, 0.817], [3.316, -7.900, 1.966], [4.440, -8.792, 1.496], [4.997, -9.580, 2.682], [5.549, -8.015, 0.855], [1.662, -5.700, 1.465], [0.834, -7.182, 1.954], [0.829, -6.715, 0.250], [3.663, -7.019, 2.524], [2.625, -8.456, 2.611], [4.115, -9.488, 0.722], [5.373, -8.920, 3.468], [5.814, -10.238, 2.388], [4.191, -10.171, 3.124], [6.350, -8.045, 1.477], [5.292, -7.033, 0.813]],
  "de_lowest_kj_mol": 53.2,
  "e_homo_ev": -8.82,
  "energy_ha": -2311.83431,
  "homo_lumo_gap_ev": 9.168,
  "smiles": "COC[C@H](C)N.COC[C@H](C)N.COC[C@H](C)N.COC[C@H](C)N.COC[C@H](C)N.COC[C@H](C)N.COC[C@H](C)N.COC[C@H](C)N",
  "lumo_ha": 0.01269
}


{
  "formula": "C4H12N3",
  "method": "wB97M-V/def2-TZVPD",
  "species": ["C", "C", "C", "C", "N", "N", "N", "H", "H", "H", "H", "H", "H", "H", "H", "H", "H", "H", "H"],
  "xyz": [[2.629, 1.184, 0.990], [-3.183, -0.979, -0.390], [-1.245, 0.028, -1.517], [-1.835, -0.651, -0.334], [3.901, 1.463, 1.046], [2.037, 0.194, 0.440], [-1.045, -0.875, 0.659], [1.953, 1.917, 1.455], [-3.666, -0.086, 0.010], [-3.479, -1.124, -1.472], [-3.370, -1.932, 0.312], [-0.396, -0.607, -1.829], [-0.576, 0.773, -1.181], [-1.740, 0.347, -2.382], [2.703, -0.425, 0.016], [4.438, 1.846, 1.732], [-0.093, -0.510, 0.786], [4.381, 0.942, 0.292], [-1.415, -1.502, 1.368]],
  "de_lowest_kj_mol": 190.1,
  "e_homo_ev": -12.81,
  "energy_ha": -323.60586,
  "homo_lumo_gap_ev": 8.998,
  "total_charge": 1,
  "lumo_ha": -0.14011
}


{
  "formula": "C20H25N3O3",
  "method": "wB97M-V/def2-TZVPD",
  "species": ["C", "C", "C", "O", "C", "C", "C", "C", "C", "C", "O", "C", "C", "C", "C", "N", "C", "O", "C", "C", "C", "N", "N", "C", "C", "C", "H", "H", "H", "H", "H", "H", "H", "H", "H", "H", "H", "H", "H", "H", "H", "H", "H", "H", "H", "H", "H", "H", "H", "H", "H"],
  "xyz": [[-5.320, -0.204, 0.150], [-4.586, 0.970, 0.799], [-3.764, 0.556, 2.023], [-3.861, 1.759, -0.137], [-2.735, 1.355, -0.779], [-2.162, 2.339, -1.594], [-1.024, 2.078, -2.326], [-0.426, 0.833, -2.261], [-0.967, -0.148, -1.437], [-0.255, -1.443, -1.365], [0.317, -1.907, -2.326], [-0.236, -2.143, -0.004], [0.696, -3.360, -0.020], [2.153, -2.925, -0.178], [2.520, -1.877, 0.873], [1.588, -0.775, 0.836], [1.847, 0.511, 0.512], [1.000, 1.387, 0.625], [3.197, 0.826, 0.002], [3.957, 0.238, -1.001], [5.064, 1.076, -1.144], [4.994, 2.093, -0.303], [3.863, 1.949, 0.366], [3.490, 2.898, 1.375], [0.223, -1.174, 1.096], [-2.126, 0.111, -0.705], [-6.012, -0.635, 0.868], [-5.882, 0.148, -0.712], [-4.638, -0.981, -0.183], [-5.344, 1.691, 1.136], [-4.434, 0.375, 2.859], [-3.079, 1.357, 2.292], [-3.187, -0.348, 1.850], [-2.641, 3.305, -1.630], [-0.598, 2.850, -2.948], [0.469, 0.613, -2.821], [-1.257, -2.472, 0.214], [0.574, -3.913, 0.915], [0.423, -4.016, -0.847], [2.288, -2.507, -1.175], [2.813, -3.787, -0.076], [2.461, -2.330, 1.873], [3.535, -1.510, 0.722], [3.728, -0.642, -1.566], [5.895, 0.980, -1.813], [4.034, 3.820, 1.184], [2.416, 3.073, 1.327], [3.751, 2.528, 2.370], [0.171, -1.673, 2.070], [-0.384, -0.267, 1.120], [-2.547, -0.678, -0.106]],
  "de_lowest_kj_mol": 230.6,
  "e_homo_ev": -8.48,
  "energy_ha": -1167.10713,
  "homo_lumo_gap_ev": 8.953,
  "smiles": "CC(C)Oc1cccc(C(=O)[C@H]2CCCN(C(=O)c3ccnn3C)C2)c1",
  "lumo_ha": 0.01724
}


{
  "formula": "H8O4",
  "method": "wB97M-V/def2-TZVPD",
  "species": ["O", "H", "H", "O", "H", "H", "O", "H", "H", "O", "H", "H"],
  "xyz": [[-0.209, 0.633, 0.813], [-0.299, 0.421, -0.116], [0.644, 1.062, 0.880], [0.733, 1.049, -2.075], [0.307, 1.723, -2.604], [1.183, 0.494, -2.711], [0.089, -0.909, 3.623], [-0.624, -0.396, 4.004], [0.213, -0.536, 2.750], [-1.066, -1.152, -1.484], [-0.529, -1.941, -1.423], [-0.441, -0.448, -1.655]],
  "de_lowest_kj_mol": 83.5,
  "e_homo_ev": -10.89,
  "energy_ha": -305.74741,
  "homo_lumo_gap_ev": 11.049,
  "smiles": "O.O.O.O",
  "lumo_ha": 0.00573
}


{
  "formula": "C29H23Cl5N2O5SiTc",
  "method": "wB97M-V/def2-TZVPD",
  "species": ["Tc", "C", "Si", "C", "C", "N", "C", "C", "C", "C", "C", "C", "O", "C", "C", "C", "C", "C", "C", "H", "H", "H", "H", "H", "H", "H", "H", "H", "H", "H", "H", "H", "H", "H", "H", "H", "H", "Cl", "C", "C", "C", "Cl", "C", "Cl", "C", "Cl", "C", "Cl", "O", "C", "C", "C", "C", "C", "C", "C", "O", "O", "H", "H", "H", "H", "H", "O", "C", "N"],
  "xyz": [[0.325, 0.505, 0.053], [1.181, -2.348, 3.267], [0.132, -0.819, 3.048], [1.218, 0.677, 3.363], [-1.311, -0.731, 4.237], [-0.413, -0.781, 1.353], [-1.217, -1.806, 0.856], [-1.753, -2.835, 1.636], [-2.522, -3.837, 1.067], [-2.795, -3.837, -0.290], [-2.306, -2.811, -1.089], [-1.544, -1.822, -0.506], [-1.070, -0.713, -1.218], [-0.999, -0.878, -2.625], [-2.014, -0.363, -3.403], [-1.917, -0.492, -4.779], [-0.829, -1.143, -5.347], [0.158, -1.685, -4.539], [0.076, -1.558, -3.156], [1.449, -2.489, 4.317], [2.105, -2.257, 2.692], [0.676, -3.252, 2.925], [1.936, 0.441, 4.153], [0.640, 1.547, 3.675], [1.807, 0.955, 2.484], [-1.051, -0.076, 5.071], [-1.557, -1.706, 4.664], [-2.210, -0.338, 3.762], [-1.570, -2.858, 2.700], [-2.909, -4.628, 1.696], [-3.389, -4.625, -0.732], [-2.517, -2.787, -2.148], [-2.833, 0.164, -2.935], [-2.683, -0.062, -5.409], [-0.751, -1.221, -6.422], [1.000, -2.205, -4.977], [0.836, -1.960, -2.500], [-3.253, 0.758, 1.459], [-2.141, 2.024, 1.878], [-0.901, 2.036, 1.281], [-0.083, 3.128, 1.639], [1.748, 2.264, -0.240], [-0.430, 4.148, 2.483], [0.671, 5.434, 2.792], [-1.701, 4.083, 3.073], [-2.171, 5.313, 4.176], [-2.557, 3.040, 2.756], [-4.140, 3.002, 3.432], [1.080, 3.155, 0.898], [1.439, 1.959, -1.702], [3.206, 1.496, 0.040], [3.981, 0.969, -0.914], [3.749, 0.881, -2.433], [2.762, 1.122, -3.310], [1.386, 1.663, -2.982], [0.033, 1.971, -3.740], [0.171, 2.187, -4.941], [-0.919, 2.016, -2.955], [2.433, 3.479, -0.651], [3.648, 1.373, 1.027], [4.920, 0.554, -0.575], [4.616, 0.447, -2.919], [2.964, 0.840, -4.337], [3.643, -2.220, 0.255], [2.707, -1.567, -0.053], [1.761, -0.920, -0.377]],
  "de_lowest_kj_mol": 1766.2,
  "e_homo_ev": [-8.09, -8.20],
  "energy_ha": -4275.28331,
  "homo_lumo_gap_ev": [5.683, 6.006],
  "spin_multiplicity": 4,
  "lumo_ha": [-0.08847, -0.08075]
}


{
  "formula": "C36H40IN8O3PS2Zr",
  "method": "wB97M-V/def2-TZVPD",
  "species": ["Zr", "C", "C", "O", "P", "S", "S", "O", "C", "C", "H", "H", "H", "H", "H", "H", "H", "H", "H", "H", "C", "N", "C", "C", "C", "C", "C", "N", "C", "C", "C", "C", "C", "C", "H", "H", "H", "H", "H", "H", "H", "H", "H", "H", "H", "N", "C", "N", "C", "C", "O", "C", "C", "H", "H", "H", "H", "H", "H", "H", "H", "I", "C", "C", "C", "C", "C", "N", "H", "H", "H", "H", "N", "C", "C", "C", "C", "C", "C", "C", "N", "C", "C", "N", "C", "H", "H", "H", "H", "H", "H", "H"],
  "xyz": [[-0.246, 0.141, -0.143], [-1.779, 4.660, 4.155], [-2.221, 3.217, 4.008], [-1.139, 2.345, 3.680], [-0.363, 2.276, 2.288], [0.630, 0.551, 2.440], [-1.605, 2.619, 0.754], [0.757, 3.432, 2.369], [0.890, 4.596, 1.552], [1.298, 5.774, 2.416], [-2.576, 5.250, 4.598], [-1.543, 5.081, 3.179], [-0.903, 4.715, 4.798], [-2.996, 3.134, 3.235], [-2.602, 2.818, 4.953], [-0.056, 4.789, 1.030], [1.673, 4.398, 0.808], [0.491, 6.060, 3.082], [1.553, 6.617, 1.779], [2.168, 5.506, 3.009], [0.081, 2.925, -1.892], [-0.244, 1.505, -1.851], [-0.705, 0.945, -2.948], [-1.209, -0.370, -2.870], [-1.718, -1.284, -3.810], [-2.067, -2.425, -3.099], [-1.765, -2.182, -1.761], [-1.251, -0.950, -1.611], [1.026, 3.431, -2.956], [0.904, 4.766, -3.324], [1.781, 5.336, -4.226], [2.798, 4.570, -4.772], [2.926, 3.240, -4.411], [2.047, 2.668, -3.504], [0.532, 3.191, -0.926], [-0.859, 3.491, -1.974], [-0.722, 1.492, -3.894], [-1.803, -1.137, -4.869], [-2.484, -3.322, -3.509], [-1.877, -2.838, -0.912], [0.114, 5.366, -2.895], [1.664, 6.373, -4.506], [3.488, 5.012, -5.475], [3.714, 2.642, -4.843], [2.162, 1.626, -3.233], [0.221, -1.912, 0.777], [0.886, -2.520, 1.511], [1.635, -3.160, 2.333], [2.342, -4.379, 1.964], [1.723, -5.571, 2.713], [1.643, -5.329, 4.097], [0.870, -4.188, 4.382], [1.524, -2.944, 3.770], [3.389, -4.258, 2.259], [2.282, -4.531, 0.885], [2.348, -6.456, 2.592], [0.722, -5.782, 2.308], [0.812, -4.111, 5.468], [-0.146, -4.307, 3.973], [2.534, -2.826, 4.173], [0.953, -2.035, 3.967], [1.641, -2.194, -2.173], [2.608, -0.494, -1.370], [3.923, -0.272, -1.699], [4.563, 0.865, -1.208], [3.814, 1.719, -0.389], [2.512, 1.415, -0.097], [1.851, 0.308, -0.571], [4.437, -0.970, -2.341], [5.593, 1.071, -1.447], [4.261, 2.616, 0.009], [1.932, 2.060, 0.560], [-9.902, 4.323, 1.276], [-8.956, 3.677, 1.273], [-7.781, 2.883, 1.288], [-6.599, 3.379, 0.737], [-5.451, 2.611, 0.762], [-5.484, 1.347, 1.344], [-6.656, 0.851, 1.905], [-7.805, 1.616, 1.871], [-4.298, 0.581, 1.396], [-3.733, 0.084, 2.536], [-2.547, -0.474, 2.162], [-2.375, -0.330, 0.813], [-3.451, 0.309, 0.384], [-6.591, 4.366, 0.300], [-4.522, 2.987, 0.356], [-6.671, -0.131, 2.353], [-8.725, 1.242, 2.291], [-4.195, 0.197, 3.495], [-1.822, -0.976, 2.774], [-3.652, 0.567, -0.644]],
  "de_lowest_kj_mol": 113.4,
  "e_homo_ev": [-7.96, -10.21],
  "energy_ha": -3542.04640,
  "homo_lumo_gap_ev": [5.264, 7.409],
  "spin_multiplicity": 2,
  "total_charge": 1,
  "lumo_ha": [-0.09897, -0.10311]
}


Question: What is the formula in the eighth record?
Answer: C36H40IN8O3PS2Zr


Copy entry 6 word for word.
{
  "formula": "H8O4",
  "method": "wB97M-V/def2-TZVPD",
  "species": ["O", "H", "H", "O", "H", "H", "O", "H", "H", "O", "H", "H"],
  "xyz": [[-0.209, 0.633, 0.813], [-0.299, 0.421, -0.116], [0.644, 1.062, 0.880], [0.733, 1.049, -2.075], [0.307, 1.723, -2.604], [1.183, 0.494, -2.711], [0.089, -0.909, 3.623], [-0.624, -0.396, 4.004], [0.213, -0.536, 2.750], [-1.066, -1.152, -1.484], [-0.529, -1.941, -1.423], [-0.441, -0.448, -1.655]],
  "de_lowest_kj_mol": 83.5,
  "e_homo_ev": -10.89,
  "energy_ha": -305.74741,
  "homo_lumo_gap_ev": 11.049,
  "smiles": "O.O.O.O",
  "lumo_ha": 0.00573
}